A 2-piece molecular cluster, C25H22F4NO overall. Source: OMol25; level of theory: ωB97M-V/def2-TZVPD.

Energy (eV): -40680.3307
Charge: +1
Kohn-Sham gap (eV): 3.85
Relative energy (zero: lowest compared OMol25 entry of this formula, charge and spin) (eV): 0.454
Multiplicity: 1

Geometry (Å):
F1 -2.992152 3.004518 -2.227915
C1 -2.725223 1.650699 -2.225434
C2 -3.808934 0.774999 -2.195054
C3 -3.492081 -0.584923 -2.118167
F2 -4.533861 -1.486554 -2.095877
C4 -2.195639 -1.057380 -2.076414
C5 -1.090976 -0.140208 -2.088392
C6 0.204243 -0.695987 -1.940200
C7 1.495730 -0.134769 -2.151773
C8 2.581132 -1.051143 -2.340301
C9 3.875106 -0.580602 -2.458054
F3 4.912217 -1.482599 -2.527973
C10 4.191451 0.780504 -2.477005
C11 3.129585 1.659232 -2.282516
F4 3.406909 3.007318 -2.216214
C12 1.811202 1.251709 -2.133374
C13 -1.400782 1.241378 -2.247243
H1 -4.834133 1.130652 -2.239788
H2 -1.994877 -2.127501 -2.029772
H3 0.209731 -1.774133 -1.752753
H4 2.381186 -2.122335 -2.347752
H5 5.210909 1.132174 -2.608568
H6 1.046548 1.996066 -1.942611
H7 -0.616486 1.977558 -2.375621
C14 4.123422 -2.447938 1.263025
C15 4.196276 -1.068725 1.020917
C16 3.054578 -0.286098 1.077983
C17 1.788195 -0.873104 1.313162
C18 0.597690 -0.063446 1.261503
C19 -0.647484 -0.523640 1.612966
N1 -1.681061 0.251887 2.002673
C20 -2.894287 -0.445529 2.433395
C21 -4.105476 0.471212 2.355205
O1 -3.841699 1.754502 2.927023
C22 -2.735924 2.442733 2.335197
C23 -1.443061 1.635535 2.378769
C24 1.731988 -2.258278 1.605117
C25 2.886589 -3.034221 1.563827
H8 5.030446 -3.051601 1.249921
H9 5.154931 -0.603410 0.795350
H10 3.103143 0.792797 0.915828
H11 0.729806 0.982179 0.986893
H12 -0.891613 -1.587617 1.558398
H13 -3.043949 -1.311841 1.773691
H14 -2.794405 -0.808538 3.473751
H15 -4.420972 0.546677 1.295489
H16 -4.923772 0.065759 2.967722
H17 -2.947784 2.709615 1.277484
H18 -2.635098 3.353391 2.946784
H19 -1.016219 1.706751 3.397931
H20 -0.738158 2.090878 1.675986
H21 0.768988 -2.709064 1.848033
H22 2.824108 -4.099544 1.784724

Forces on atoms 1 to 2 (eV/Å):
0.4 -1.7 -0.2
-0.1 1.1 0.0



One molecule with the formula C6H11N. Source: OMol25; level of theory: ωB97M-V/def2-TZVPD.

Energy (eV): -7888.4159
Kohn-Sham gap (eV): 11.01
SMILES: CCC(C#N)CC
Relative energy (zero: lowest compared OMol25 entry of this formula, charge and spin) (eV): 2.116
Multiplicity: 1

Geometry (Å):
C1 -2.560482 0.038212 0.351496
C2 -1.321673 -0.506207 -0.185873
C3 0.001157 0.122003 0.228262
C4 1.229560 -0.640913 -0.286770
C5 2.551602 -0.112295 0.249075
C6 0.063150 1.525798 -0.183911
N1 0.108581 2.630784 -0.536478
H1 -3.532037 -0.430232 0.127344
H2 -2.397089 0.851778 -0.615213
H3 -2.606142 0.708006 1.205368
H4 -1.332876 -1.583959 0.013311
H5 -1.242818 -0.490666 -1.491697
H6 0.022027 0.113984 1.329794
H7 1.097965 -1.692980 0.003735
H8 1.228401 -0.614621 -1.385017
H9 2.574959 -0.153019 1.347145
H10 3.400644 -0.697561 -0.122948
H11 2.715077 0.931891 -0.047617

Forces on atoms 1 to 2 (eV/Å):
-1.3 5.0 -4.3
2.1 -3.4 -3.5